(1)
A 2-piece molecular cluster, C39H42N3 overall, computed with wB97M-V/def2-TZVPD.

Last column: Löwdin charge in e.
Positions of all 84 atoms, in Å:
N 1.04971 1.28561 0.17416  -0.067
N 0.53439 -0.93155 4.36096  -0.024
N -2.47521 -2.32552 -1.32747  -0.042
C -3.99429 2.11470 -2.91156  -0.074
C 0.27471 2.22222 -2.74747  -0.173
C -0.12127 -0.15256 3.46371  -0.183
C 0.35967 -3.41083 1.81487  -0.012
C -1.15566 2.16245 -2.77582  -0.107
C 0.48581 -3.90102 -2.98319  -0.070
C 3.49898 2.26150 0.05089  -0.270
C -3.26775 0.92335 -2.71052  -0.075
C -3.32371 3.31518 -3.03770  -0.030
C 1.76047 0.75918 -1.01964  -0.253
C -1.87964 0.96171 -2.62902  -0.011
C -1.90701 3.37563 -3.02000  -0.159
C 3.27529 1.08198 -0.92043  -0.085
C -3.75257 -2.87659 -1.75042  0.006
C -2.33053 -1.39945 -0.32647  -0.213
C 3.21069 1.71783 1.45534  -0.132
C 1.46633 -3.32523 -2.14840  -0.061
C 1.08832 -2.48701 -1.08035  -0.068
C 1.50978 -4.46620 3.69895  -0.059
C -0.88095 -3.63282 -2.78963  -0.003
C -0.69808 1.14610 3.88611  0.003
C -1.21787 -2.71885 -1.79866  -0.163
C -0.14541 -0.83273 2.19847  -0.103
C 0.17698 4.59705 -3.33739  -0.061
C 0.90092 3.40847 -3.15022  -0.065
C 1.43816 -3.27399 4.43949  0.001
C -0.44668 -0.25280 0.92540  0.062
C 2.43716 3.34608 -0.25285  -0.116
C 0.70955 -0.59659 5.76578  0.017
C 1.15144 1.02097 -2.44345  -0.051
C 0.87075 -2.16859 3.80491  -0.149
C -0.24040 -2.05267 -1.00106  -0.165
C 0.96513 -4.52329 2.40548  -0.055
C 1.04952 2.83821 0.13008  -0.092
C -3.48521 -0.86156 0.43153  0.010
C -0.95516 -1.15466 -0.09614  -0.114
C 1.88360 0.99788 1.40464  -0.176
C 0.35717 -2.18562 2.47829  -0.084
C -1.20724 4.57785 -3.27409  -0.028
H 3.14339 2.53927 2.18089  0.121
H 1.76952 -2.20207 -0.26590  0.118
H 1.25352 1.33090 2.23273  0.094
H -0.26674 -0.46964 6.26234  0.111
H -5.08227 2.07398 -2.97367  0.108
H -1.29481 1.58155 3.08093  0.091
H 1.98369 3.40033 -3.30676  0.116
H 2.01938 -0.08794 1.46581  0.125
H -3.87614 4.24669 -3.18277  0.117
H -3.79992 -0.02455 -2.63141  0.082
H -4.17753 -1.65341 0.76593  0.096
H -3.11058 -0.36212 1.33522  0.083
H 3.97007 1.01150 1.80899  0.124
H -1.78361 5.48983 -3.44831  0.117
H -3.57250 -3.63986 -2.50762  0.087
H 1.65058 -0.32475 -0.88111  0.086
H 2.66981 4.28090 0.27354  0.126
H 0.77669 3.20669 1.13357  0.125
H 0.28586 3.16913 -0.57654  0.104
H -0.89573 0.74217 0.95206  0.127
H 0.08844 1.86142 4.17083  0.102
H 1.24797 -1.42076 6.23176  0.082
H 0.72028 5.52352 -3.54649  0.113
H -1.32695 0.03867 -2.45062  0.088
H 2.44858 3.59828 -1.32132  0.091
H 3.77836 0.17381 -0.54190  0.125
H 1.97753 -5.34796 4.12546  0.109
H 3.71775 1.31382 -1.89621  0.118
H 2.02429 1.09033 -3.12200  0.123
H -4.38069 -2.07912 -2.17257  0.088
H 1.78530 -3.20814 5.47149  0.107
H 2.52774 -3.54030 -2.30501  0.108
H -4.04474 -0.12226 -0.16662  0.089
H 0.79916 -4.53261 -3.80964  0.105
H -1.65808 -4.07072 -3.40657  0.105
H -0.12052 -3.52192 0.84961  0.104
H 0.64337 0.09005 -2.74323  0.106
H 1.29448 0.32842 5.87618  0.109
H -4.29239 -3.32093 -0.89822  0.103
H 4.51627 2.67094 -0.01564  0.146
H -1.36896 1.03927 4.75446  0.103
H 0.99025 -5.45625 1.84114  0.113

Atoms 1-2, force components in eV/Å:
1.65 1.45 0.64
-0.73 0.91 -0.28

Results
LUMO level = -0.1369 Eh
HOMO = -10.03 eV
HOMO-LUMO gap = 6.3 eV
M = 552.8 g/mol
net charge = +1
E = -45588.5663 eV
2S+1 = 1


(2)
C39H43AsBr2F6N4O3RuSb as an isolated structure, computed with wB97M-V/def2-TZVPD.

Last column: Mulliken spin population.
Positions of all 100 atoms, in Å:
Sb 0.69699 -2.39633 -3.34064  0.003
Ru 0.11448 0.44245 -0.30097  0.988
Br 0.41453 -2.08038 4.12603  0.043
Br 5.59028 -3.20587 2.30927  0.057
As -1.26948 -3.70333 0.88702  0.587
F -1.11650 -1.77118 -3.55955  0.000
F 0.58055 -3.94472 1.41678  0.128
F -0.45604 -1.52812 -0.78390  0.051
F 0.16474 -3.92055 -4.43445  0.000
F 0.94058 -0.37262 -2.52483  0.041
F 1.36892 -1.52668 -4.89371  0.001
O 0.35887 -0.55906 1.49033  0.218
O -1.80653 2.90585 0.86064  0.203
O -2.73661 -1.49097 -0.36544  0.010
N -1.89422 0.66462 0.18868  0.075
N 2.25901 -0.00052 -0.26078  0.047
N 0.72705 2.26481 0.34727  -0.041
N -0.44955 1.68340 -1.84504  -0.002
C 1.64091 6.52621 2.87826  0.000
C -1.05933 -4.69289 -0.75773  -0.015
C 0.52224 3.31673 -0.45989  -0.002
C 4.51395 -0.22397 -0.97919  -0.009
C 2.54716 -0.87020 0.74026  0.065
C 1.33792 2.46661 1.51744  0.000
C 2.96831 -2.52038 2.99663  -0.081
C -2.08812 4.50873 -4.65139  0.001
C -2.40852 1.84225 0.78281  0.026
C 3.96783 -2.33027 2.05426  0.230
C -1.71966 5.95594 -4.32779  0.000
C 0.98335 4.57991 -0.13635  -0.003
C -5.32394 -0.34079 1.16907  0.134
C -3.61622 4.36014 -4.59852  0.001
C 1.74359 -1.90603 2.84155  0.150
C -4.68603 2.32714 1.90663  -0.071
C 1.79163 3.70376 1.90850  0.005
C -0.72927 3.93516 -2.56252  0.002
C 1.47222 -1.10396 1.68678  0.246
C 3.23199 0.35463 -1.09704  0.009
C -3.02466 -2.73129 0.36795  0.246
C 1.73725 7.26790 0.50190  0.000
C -6.23660 0.46506 1.81120  -0.058
C -4.04895 0.19441 0.91024  -0.040
C -1.16308 1.26450 -2.89652  0.017
C 4.79694 -1.13453 -0.00415  0.038
C -2.05012 -4.95059 2.13691  0.007
C 3.01382 1.36976 -2.16543  -0.003
C -0.23490 2.99474 -1.67688  0.011
C -2.87122 -0.27897 0.30643  0.413
C -5.92441 1.78419 2.18945  0.133
C 2.16491 6.17248 1.47847  0.001
C -3.75472 1.52778 1.25915  0.120
C -1.68544 2.15633 -3.80599  0.003
C 3.69894 6.09467 1.50582  0.000
C -1.48040 3.52886 -3.65849  -0.002
C 1.63144 4.80797 1.06996  -0.002
C 3.79284 -1.46506 0.92348  -0.013
C -1.58417 4.17386 -6.06235  0.000
H 5.27278 0.07388 -1.68934  0.001
H -3.93343 3.35992 -4.89397  0.000
H -1.85685 3.16294 -6.36416  0.000
H -0.63907 6.11238 -4.34096  0.000
H -2.48739 -4.42595 2.98409  -0.002
H -3.59249 -3.35012 -0.32735  -0.001
H 2.09480 8.23125 0.86442  0.000
H -4.44109 3.34873 2.16549  0.003
H 4.04754 5.34192 2.21425  0.000
H 0.55110 6.48984 2.91285  0.000
H -2.10972 6.26777 -3.35684  0.000
H 5.78044 -1.57601 0.07567  0.008
H 1.43624 1.60687 2.16584  -0.012
H 4.09760 5.84921 0.51998  0.000
H -1.18307 -4.04929 -1.62821  -0.003
H -3.60778 -2.48932 1.25118  0.015
H 0.81578 5.38737 -0.83143  0.000
H -2.81910 -5.53571 1.63307  0.014
H -1.60023 -1.54498 -0.68200  -0.028
H 3.85450 2.06508 -2.17787  0.000
H 3.14934 -3.15048 3.85519  0.002
H -0.54121 4.98116 -2.38067  -0.001
H -7.22446 0.07845 2.02335  -0.002
H 2.95983 0.86551 -3.13107  0.002
H 2.02989 5.85460 3.64362  0.000
H 2.08170 1.90515 -2.03884  -0.002
H -1.28170 0.19473 -3.00503  0.008
H -4.07764 5.07332 -5.28257  0.000
H 2.26975 3.79637 2.87294  0.000
H -1.81132 -5.48147 -0.79385  0.011
H -6.67388 2.38158 2.69012  0.007
H -3.99488 4.55539 -3.59368  0.000
H -2.25558 1.76076 -4.63436  0.000
H -2.15328 6.61304 -5.08142  0.000
H -1.25638 -5.60808 2.48330  0.000
H -0.49840 4.26452 -6.12310  0.000
H -0.06599 -5.13219 -0.76555  0.002
H -5.59930 -1.34197 0.86666  0.008
H 2.16175 7.11709 -0.49246  0.000
H 4.11148 7.05776 1.80884  0.000
H 1.95626 7.53662 3.13916  0.000
H 0.65089 7.32978 0.41467  0.000
H -2.02411 4.86593 -6.78097  0.000

Atoms 1-2, force components in eV/Å:
0.23 0.04 -0.10
-0.23 0.36 -0.10

Results
LUMO level (alpha / beta) = -0.1264 / -0.2060 Eh
HOMO (alpha / beta) = -8.95 / -11.25 eV
HOMO-LUMO gap (alpha / beta) = 5.5 / 5.6 eV
M = 1187.3 g/mol
net charge = +1
E = -279589.7182 eV
2S+1 = 5
<S²> = 6.064


(3)
C39H43BClN7O4P2Ru as an isolated structure, computed with wB97M-V/def2-TZVPD.

Last column: Mulliken spin population.
Positions of all 98 atoms, in Å:
Ru -0.34595 0.83967 -0.14406  3.843
Cl -2.04736 2.41802 -2.27898  0.012
P 2.06736 -0.26051 -0.75318  0.041
P -0.10535 -1.98758 -0.76619  0.209
O -1.14666 3.08015 -3.22904  0.009
O 0.91970 2.06217 -2.05887  0.048
O -1.66828 2.87625 -0.91316  0.073
O -1.61643 0.96428 -2.21383  0.064
N -2.83385 1.68872 1.37744  -0.049
N -0.76519 3.16597 1.84892  0.028
N 1.62220 -1.92353 -0.64620  0.026
N -1.08719 0.97018 2.98596  -0.020
N -0.18186 0.30045 2.21844  0.162
N 0.22300 2.72254 1.00702  0.156
N -2.53690 0.58817 0.61552  0.228
C 0.13059 -4.21737 -4.17900  0.002
C -2.04705 0.98511 5.28777  0.000
C 1.66654 0.45116 -5.26136  0.003
C 1.99172 0.00591 -2.54115  -0.025
C -0.54905 4.45345 2.16581  0.017
C -0.62367 -3.48788 -5.09694  -0.001
C -1.35941 -5.64174 1.72650  0.003
C 2.33082 3.67174 0.02147  0.023
C -4.07218 2.11324 1.12507  0.013
C -3.76556 -0.86316 -1.00594  -0.006
C 1.50890 -1.50096 2.61602  -0.001
C 2.28749 -0.71953 -4.82304  0.002
C -4.66962 3.30767 1.79687  -0.001
C 4.25645 0.69937 0.64717  0.024
C -1.11401 -1.85999 -3.39440  0.031
C 1.20288 1.39175 -4.36074  0.003
C 2.44237 -0.93840 -3.47072  -0.001
C 1.36916 1.15945 -3.00280  -0.007
C -1.14795 0.44754 4.21992  0.005
C 5.98346 -1.28429 -0.24912  0.003
C 0.25910 -3.77026 -2.87574  0.000
C -2.26453 -4.63148 1.42958  -0.001
C 5.58192 0.69910 1.05904  0.003
C -3.64320 0.32540 -0.10931  0.010
C -0.23905 -0.58685 4.27709  0.008
C -1.24253 -2.31279 -4.70550  0.002
C 0.36966 -4.43846 0.55820  0.008
C -4.62907 1.26119 0.18453  0.017
C 4.66253 -1.28811 -0.66777  0.001
C -1.43078 5.23201 3.09225  0.000
C 1.06336 3.75028 0.81381  0.000
C 0.35709 -0.63536 3.01349  -0.005
C 3.79677 -0.28270 -0.22815  0.070
C 0.59838 4.86182 1.52021  0.007
C -0.36283 -2.58638 -2.47521  -0.041
C 6.44491 -0.28785 0.60714  0.000
C -0.04287 -5.54198 1.29291  0.000
C -0.53747 -3.42600 0.25125  0.008
C -1.85442 -3.52392 0.69866  0.008
B -1.82549 2.19784 2.43823  -0.042
H 0.66693 -6.32708 1.52355  0.000
H -4.66068 3.20426 2.88448  0.001
H 6.65561 -2.06139 -0.59283  0.000
H 0.69890 2.29101 -4.69749  0.000
H 2.08661 -1.76946 3.50049  0.000
H 1.06325 5.83759 1.57650  0.002
H -4.44790 -1.59580 -0.57008  0.000
H -4.15780 -0.57966 -1.98331  0.002
H -1.79376 2.01571 5.54261  0.000
H -1.49011 4.76828 4.07789  0.000
H -3.28854 -4.69804 1.77558  0.000
H -1.02839 6.23517 3.20864  0.000
H 1.53481 0.62793 -6.32287  0.000
H 7.47903 -0.28955 0.92811  0.000
H -2.80558 -1.33766 -1.16003  0.003
H 2.87501 -1.86918 -3.12477  0.000
H -2.44832 5.31502 2.70588  0.001
H 0.29902 2.67912 -2.46989  0.007
H 2.32178 4.38758 -0.80178  0.000
H -2.42045 2.75777 3.31835  -0.001
H 0.85056 -4.34541 -2.17115  0.001
H -4.11427 4.21467 1.54208  0.001
H -0.72365 -3.84045 -6.11732  0.000
H 1.40037 -4.39378 0.22281  0.001
H 5.93609 1.46532 1.73793  0.000
H 2.62674 -1.46230 -5.53576  0.000
H -0.00611 -1.20303 5.13607  0.001
H -3.09333 0.96856 4.97626  0.000
H 2.17738 -0.96473 1.94343  0.000
H -2.56289 -2.72865 0.48891  0.009
H 0.61614 -5.13730 -4.48289  0.000
H -5.63280 1.30692 -0.21874  0.001
H 1.99732 -2.36528 0.18207  0.003
H 4.31013 -2.07499 -1.32507  0.000
H 1.17926 -2.42909 2.15277  -0.001
H -1.82496 -1.73852 -5.41829  0.000
H 2.48344 2.68995 -0.40111  -0.007
H 3.57882 1.46002 1.01801  0.014
H -1.57661 -0.92890 -3.10825  -0.008
H 3.18074 3.91650 0.66111  0.001
H -1.67790 -6.50682 2.29887  0.000
H -1.94562 0.37696 6.18415  0.000
H -5.69887 3.43525 1.46924  0.000

Atoms 1-2, force components in eV/Å:
-0.48 0.70 0.52
0.39 -0.35 0.51

Results
LUMO level (alpha / beta) = -0.0855 / -0.1756 Eh
HOMO (alpha / beta) = -11.00 / -11.12 eV
HOMO-LUMO gap (alpha / beta) = 8.7 / 6.3 eV
M = 883.1 g/mol
net charge = +1
E = -94111.3139 eV
2S+1 = 6
<S²> = 8.759